Entry 1:
Computed, not measured: an isolated molecule of C5H7NO in a non-equilibrium geometry, with the ωB97M-V functional and the def2-TZVPD basis.

* energy above the lowest of the compared OMol25 structures with the same formula, charge and spin: 75.2 kcal/mol
* Kohn-Sham gap: 9.15 eV

ORCA input file:
```
! wB97M-V def2-TZVPD RIJCOSX def2/J DEFGRID3
* xyz 0 1
O -0.280 1.764 -0.985
C -0.125 0.477 -0.477
C 1.160 -0.265 -0.825
C 1.626 -1.041 0.404
N 0.688 -0.776 1.301
C -1.327 -0.385 -0.223
C -0.468 0.120 0.920
H -0.131 2.391 -0.267
H 0.991 -0.977 -1.645
H 1.914 0.444 -1.184
H -2.298 0.073 -0.406
H -1.270 -1.445 -0.457
H 0.604 -1.189 2.218
H -0.932 0.863 1.590
*
```

***

Entry 2:
Computed, not measured: a structure of composition C38H40FeGeN8O3S3 in a non-equilibrium geometry, with the ωB97M-V functional and the def2-TZVPD basis.

* energy above the lowest of the compared OMol25 structures with the same formula, charge and spin: 0.0 kcal/mol
* Kohn-Sham gap (alpha / beta): 5.11 / 5.79 eV
* <S²>: 6.05

ORCA input file:
```
! wB97M-V def2-TZVPD RIJCOSX def2/J DEFGRID3
* xyz -2 5
Fe 0.031 -0.765 -0.721
N 2.064 -2.276 -0.878
N 3.153 -1.715 -1.571
C 3.231 -0.318 -1.590
N 4.480 0.196 -1.921
N 2.178 0.399 -1.298
N 2.187 1.723 -1.434
O 2.990 2.309 -2.243
O 1.410 2.390 -0.670
H 2.273 -2.499 0.093
H 1.672 -3.082 -1.372
H 4.066 -2.132 -1.381
H 4.978 -0.353 -2.611
H 4.339 1.181 -2.205
S -1.727 -2.164 -0.050
C -2.575 -2.942 -1.351
C -3.943 -2.734 -1.470
C -4.712 -3.369 -2.449
C -6.082 -3.117 -2.554
N -7.212 -2.887 -2.618
C -4.064 -4.261 -3.347
C -2.692 -4.457 -3.239
C -1.920 -3.831 -2.258
S -0.258 -4.189 -2.169
C -4.791 -4.961 -4.313
N -5.360 -5.572 -5.112
H -4.422 -2.057 -0.772
H -2.191 -5.122 -3.930
C -0.395 3.316 -2.818
C -1.252 3.599 -1.604
S -0.777 2.512 -0.152
O -1.028 1.150 -0.670
C -2.426 2.805 0.712
C -2.502 4.178 1.346
H -0.687 3.955 -3.655
H -0.522 2.274 -3.106
H 0.652 3.485 -2.588
H -2.297 3.385 -1.819
H -1.146 4.631 -1.278
H -2.444 2.024 1.470
H -3.237 2.623 0.012
H -1.604 4.363 1.930
H -3.363 4.254 2.010
H -2.583 4.962 0.594
C 0.556 -0.800 1.094
Ge 0.956 0.392 2.517
C 2.554 1.589 2.483
C 3.469 1.445 1.452
C 4.669 2.130 1.445
C 4.996 2.954 2.507
C 4.116 3.074 3.569
C 2.909 2.397 3.554
C 1.642 -0.922 3.886
C 1.034 -1.267 5.084
C 1.501 -2.324 5.850
C 2.592 -3.063 5.424
C 3.228 -2.720 4.243
C 2.753 -1.663 3.491
C -0.573 1.248 3.509
C -0.644 2.539 4.015
C -1.734 2.948 4.767
C -2.778 2.075 5.020
C -2.742 0.799 4.482
C -1.655 0.401 3.727
H 0.528 -1.806 1.526
H 3.222 0.775 0.648
H 5.350 2.016 0.613
H 5.937 3.491 2.517
H 4.379 3.694 4.420
H 2.240 2.484 4.401
H 0.168 -0.710 5.418
H 1.007 -2.583 6.780
H 2.947 -3.902 6.011
H 4.090 -3.286 3.906
H 3.235 -1.404 2.555
H 0.160 3.237 3.817
H -1.770 3.953 5.173
H -3.619 2.388 5.627
H -3.559 0.114 4.663
H -1.634 -0.586 3.281
C -1.106 -1.395 -6.861
C -0.889 -1.205 -5.391
C -1.901 -0.837 -4.510
C -1.623 -0.668 -3.167
N -0.409 -0.857 -2.626
C 0.564 -1.212 -3.481
C 0.375 -1.389 -4.830
H -2.058 -0.978 -7.175
H -1.097 -2.458 -7.102
H -0.310 -0.916 -7.432
H -2.915 -0.705 -4.863
H -2.406 -0.371 -2.482
H 1.544 -1.346 -3.059
H 1.212 -1.684 -5.448
*
```

***

Entry 3:
Computed, not measured: a structure of composition C17H31F5P2Re in a non-equilibrium geometry, with the ωB97M-V functional and the def2-TZVPD basis.

* energy above the lowest of the compared OMol25 structures with the same formula, charge and spin: 97.3 kcal/mol
* Kohn-Sham gap (alpha / beta): 6.11 / 7.61 eV
* <S²>: 3.77

ORCA input file:
```
! wB97M-V def2-TZVPD RIJCOSX def2/J DEFGRID3
* xyz 2 4
P 1.973 1.449 0.717
P 1.266 -2.144 -0.684
C 3.007 -0.113 0.469
C 2.749 -1.058 -0.706
H 3.011 -0.668 1.421
H 4.036 0.275 0.336
H 2.839 -0.528 -1.673
H 3.600 -1.770 -0.723
C 1.771 -3.571 0.322
H 0.956 -4.307 0.279
H 1.928 -3.247 1.360
H 2.688 -4.046 -0.060
C 1.655 -2.830 -2.361
H 2.627 -3.344 -2.366
H 1.736 -2.060 -3.141
H 0.924 -3.562 -2.717
C 2.843 2.058 2.199
H 2.398 2.989 2.555
H 3.897 2.241 1.956
H 2.808 1.306 2.995
C 3.008 2.431 -0.560
H 2.897 1.955 -1.546
H 4.063 2.566 -0.330
H 2.543 3.425 -0.647
Re -2.820 1.030 2.256
C -0.891 -1.474 -1.688
C -0.436 -2.030 -0.464
C -0.579 -0.955 1.087
C -1.400 0.206 1.412
C 0.685 2.216 -0.213
C 0.304 2.067 -1.512
C 0.181 0.757 -2.240
C -1.134 -0.054 -1.911
C -3.447 2.739 1.392
H -0.962 -2.184 -2.524
H -0.910 -2.942 -0.071
H 0.441 -0.530 1.246
H -0.754 -1.776 1.820
H -2.435 1.592 3.769
H -0.761 0.946 2.048
H -0.162 2.418 0.478
H 0.193 2.960 -2.150
H 1.039 0.095 -2.007
H 0.274 0.884 -3.336
H -1.652 0.431 -1.072
H -1.818 0.018 -2.769
H -3.838 2.475 0.400
H -2.607 3.456 1.322
H -4.260 3.168 2.018
F -4.603 -1.267 2.469
C -4.011 -0.501 1.455
F -3.290 -1.444 0.650
C -5.134 -0.022 0.505
F -5.955 0.936 1.001
F -4.556 0.415 -0.650
F -5.927 -1.076 0.185
*
```

***

Entry 4:
Computed, not measured: an isolated molecule of C3H9N5 in a non-equilibrium geometry, with the ωB97M-V functional and the def2-TZVPD basis.

* energy above the lowest of the compared OMol25 structures with the same formula, charge and spin: 44.4 kcal/mol
* Kohn-Sham gap: 9.31 eV
* SMILES: [H]/N=C(N)\N=C\N(C)N

ORCA input file:
```
! wB97M-V def2-TZVPD RIJCOSX def2/J DEFGRID3
* xyz 0 1
C 2.535 -0.740 -0.431
C 0.157 -0.386 0.072
C -2.147 -0.082 0.084
H 2.172 -1.387 -1.229
H 3.285 -0.026 -0.819
H 3.118 -1.215 0.341
H 1.236 1.508 1.504
H 1.522 1.992 -0.067
H 0.020 -1.450 -0.156
H -2.806 1.536 -1.048
H -4.064 0.525 -0.419
H -1.728 -1.691 1.021
N 1.399 0.022 0.195
N 1.734 1.306 0.631
N -0.847 0.395 0.007
N -3.108 0.817 -0.365
N -2.476 -1.124 0.678
*
```

***

Entry 5:
Computed, not measured: an isolated molecule of C4H6N4 in a non-equilibrium geometry, with the ωB97M-V functional and the def2-TZVPD basis.

* energy above the lowest of the compared OMol25 structures with the same formula, charge and spin: 38.4 kcal/mol
* Kohn-Sham gap: 9.38 eV
* SMILES: [H]/N=N/c1nc[nH]c1C

ORCA input file:
```
! wB97M-V def2-TZVPD RIJCOSX def2/J DEFGRID3
* xyz 0 1
C -0.492 1.589 0.015
C 0.263 0.283 0.015
C 1.917 -1.121 -0.016
C -0.152 -1.006 0.001
H -1.127 1.739 -0.875
H 0.247 2.417 -0.026
H -1.162 1.672 0.890
H 2.274 0.955 -0.124
H 2.953 -1.478 0.071
H -3.350 -1.128 0.035
N 1.628 0.190 0.022
N 0.875 -1.874 0.005
N -1.467 -1.551 0.000
N -2.406 -0.686 -0.010
*
```

***

Entry 6:
Computed, not measured: the ion CH3N2O2 with charge +1 in a non-equilibrium geometry, with the ωB97M-V functional and the def2-TZVPD basis.

* energy above the lowest of the compared OMol25 structures with the same formula, charge and spin: 117.9 kcal/mol
* Kohn-Sham gap: 9.56 eV
* SMILES: N[N+](=O)C=O

ORCA input file:
```
! wB97M-V def2-TZVPD RIJCOSX def2/J DEFGRID3
* xyz 1 1
C 1.259 0.413 0.494
N -0.807 0.320 -0.582
N -0.301 -0.544 0.439
O 2.145 -0.044 0.003
O -0.745 -1.771 0.376
H 1.148 0.884 1.393
H -1.144 1.110 -1.103
H -1.554 -0.368 -1.019
*
```

***

Entry 7:
Computed, not measured: a cluster of 4 separate species, C3H14O3S2 in total in a non-equilibrium geometry, with the ωB97M-V functional and the def2-TZVPD basis.

* energy above the lowest of the compared OMol25 structures with the same formula, charge and spin: 8.7 kcal/mol
* Kohn-Sham gap: 9.48 eV
* SMILES: CCSSC.O.O.O

ORCA input file:
```
! wB97M-V def2-TZVPD RIJCOSX def2/J DEFGRID3
* xyz 0 1
C -0.897 -0.906 0.380
C -0.771 -0.153 1.692
S 0.070 1.500 1.611
S 1.849 0.957 0.860
C 1.749 1.332 -0.934
H 0.011 -0.833 -0.211
H -1.069 -1.970 0.525
H -1.697 -0.374 -0.183
H -0.176 -0.721 2.408
H -1.714 0.121 2.176
H 1.327 2.305 -1.180
H 1.346 0.474 -1.468
H 2.766 1.323 -1.359
H -1.142 2.048 -0.373
H -1.472 3.221 -1.263
O -1.513 2.268 -1.247
H -1.245 -1.545 -1.964
H -1.687 -0.093 -2.227
O -1.324 -0.878 -2.638
H 1.928 -3.476 1.694
H 2.089 -2.011 2.129
O 1.570 -2.590 1.572
*
```

***

Entry 8:
Computed, not measured: an isolated molecule of C2H7N3 in a non-equilibrium geometry, with the ωB97M-V functional and the def2-TZVPD basis.

* energy above the lowest of the compared OMol25 structures with the same formula, charge and spin: 48.2 kcal/mol
* Kohn-Sham gap: 9.76 eV
* SMILES: [H]/N=C\N(C)N

ORCA input file:
```
! wB97M-V def2-TZVPD RIJCOSX def2/J DEFGRID3
* xyz 0 1
C 1.301 -0.494 0.635
C -0.716 -0.145 -0.752
H 1.799 -0.833 -0.325
H 1.922 0.305 1.017
H 1.205 -1.324 1.306
H -1.146 1.161 1.786
H -0.426 2.222 0.675
H -1.606 0.535 -0.705
H 0.395 -1.609 -1.469
N 0.114 0.218 0.339
N -0.419 1.292 1.096
N -0.502 -1.027 -1.660
*
```

***

Entry 9:
Computed, not measured: a structure of composition C52H47BrF3IN6O4PbS2Te in a non-equilibrium geometry, with the ωB97M-V functional and the def2-TZVPD basis.

* Kohn-Sham gap (alpha / beta): 5.70 / 5.84 eV
* <S²>: 0.77

ORCA input file:
```
! wB97M-V def2-TZVPD RIJCOSX def2/J DEFGRID3
* xyz -1 2
Pb 0.962 -1.214 0.975
C -0.975 -6.271 3.186
C -1.104 -5.184 4.044
C -1.182 -3.894 3.535
C -1.116 -3.662 2.159
C -1.009 -4.761 1.307
C -0.937 -6.051 1.815
N -1.074 -2.344 1.664
C -2.230 -1.644 1.560
C -3.519 -2.236 1.616
C -4.667 -1.468 1.598
C -4.597 -0.069 1.545
C -3.364 0.545 1.474
C -2.181 -0.210 1.425
N -0.926 0.339 1.319
N -0.820 1.622 1.678
C 0.446 2.034 1.957
C 0.609 3.346 2.479
C 1.853 3.781 2.848
C 2.956 2.922 2.720
C 2.729 1.664 2.208
N 1.526 1.226 1.813
H -0.890 -7.275 3.583
H -1.135 -5.342 5.116
H -1.282 -3.045 4.203
H -0.962 -4.583 0.238
H -0.844 -6.889 1.133
H -3.585 -3.315 1.672
H -5.634 -1.959 1.619
H -5.502 0.527 1.539
H -3.274 1.623 1.413
H -0.279 3.958 2.584
H 1.986 4.778 3.252
H 3.951 3.225 3.016
H 3.546 0.956 2.103
Br 2.079 -1.900 7.323
C 0.564 -1.060 6.550
C -0.420 -0.586 7.407
C -1.552 0.024 6.886
C -1.701 0.146 5.513
C -0.711 -0.321 4.664
C 0.433 -0.922 5.171
I 1.929 -1.515 3.821
H -0.291 -0.698 8.475
H -2.313 0.401 7.558
H -2.587 0.604 5.090
H -0.833 -0.219 3.595
F 6.436 -0.999 -0.794
C 5.877 -0.828 0.411
F 6.803 -1.097 1.335
F 5.557 0.476 0.524
S 4.379 -1.892 0.571
O 3.475 -1.278 -0.393
O 4.879 -3.203 0.260
O 3.986 -1.680 1.972
S 3.212 -6.060 1.268
C 2.588 -5.563 -0.245
C 1.948 -4.378 -0.108
N 1.928 -3.870 1.177
C 2.556 -4.659 1.994
H 2.753 -6.139 -1.142
H 1.474 -3.812 -0.903
H 2.670 -4.478 3.055
C 2.417 6.182 -4.775
C 1.934 4.961 -4.033
C 2.583 4.508 -2.896
C 2.107 3.415 -2.175
C 2.861 2.979 -0.936
C 0.936 2.772 -2.601
Te 0.179 1.257 -1.277
N 0.295 0.022 -2.818
C 0.386 -1.266 -2.497
O 0.155 -1.801 -1.386
C 0.747 -2.146 -3.664
C 1.688 -1.729 -4.601
C 1.976 -2.524 -5.700
C 1.323 -3.740 -5.874
C 0.394 -4.163 -4.932
C 0.107 -3.367 -3.831
C -1.821 1.985 -1.389
C -2.891 1.121 -1.662
C -2.712 -0.344 -1.972
C -4.181 1.640 -1.664
C -4.436 2.968 -1.368
C -5.849 3.490 -1.293
C -3.362 3.795 -1.072
C -2.051 3.329 -1.063
C -0.960 4.318 -0.720
C 0.299 3.170 -3.788
C -0.918 2.492 -4.377
C 0.818 4.263 -4.474
H 3.311 6.593 -4.305
H 1.648 6.956 -4.782
H 2.652 5.938 -5.813
H 3.481 5.012 -2.552
H 3.883 3.357 -0.959
H 2.914 1.892 -0.849
H 2.387 3.366 -0.027
H 2.181 -0.777 -4.458
H 2.710 -2.197 -6.428
H 1.536 -4.354 -6.741
H -0.107 -5.116 -5.053
H -0.629 -3.682 -3.099
H -2.380 -0.477 -3.004
H -3.655 -0.874 -1.841
H -1.971 -0.813 -1.323
H -5.007 0.971 -1.883
H -6.502 2.967 -1.991
H -5.885 4.559 -1.504
H -6.244 3.336 -0.285
H -3.545 4.835 -0.813
H -1.336 5.057 -0.011
H -0.624 4.848 -1.616
H -0.093 3.836 -0.266
H -0.971 1.453 -4.070
H -0.860 2.528 -5.466
H -1.836 3.002 -4.069
H 0.322 4.576 -5.389
*
```

***

Entry 10:
Computed, not measured: a structure of composition C4H9N2 in a non-equilibrium geometry, with the ωB97M-V functional and the def2-TZVPD basis.

* energy above the lowest of the compared OMol25 structures with the same formula, charge and spin: 85.4 kcal/mol
* Kohn-Sham gap: 10.78 eV

ORCA input file:
```
! wB97M-V def2-TZVPD RIJCOSX def2/J DEFGRID3
* xyz 1 1
C 2.103 0.222 -0.422
C 1.181 1.080 0.003
C 1.338 -0.937 0.152
C -1.360 -0.243 -0.576
N -2.413 0.297 0.062
N 0.249 0.049 0.492
H 3.065 0.386 -0.958
H 0.879 2.160 0.025
H 0.905 -1.664 -0.418
H 1.739 -1.312 0.995
H -1.055 0.386 -1.329
H -1.251 -1.394 -0.547
H -3.062 -0.240 0.584
H -2.326 1.218 0.492
H 0.006 -0.007 1.445
*
```

***

Entry 11:
Computed, not measured: a structure of composition C35H37FP2W in a non-equilibrium geometry, with the ωB97M-V functional and the def2-TZVPD basis.

* energy above the lowest of the compared OMol25 structures with the same formula, charge and spin: 36.5 kcal/mol
* Kohn-Sham gap (alpha / beta): 6.25 / 5.02 eV
* <S²>: 2.03

ORCA input file:
```
! wB97M-V def2-TZVPD RIJCOSX def2/J DEFGRID3
* xyz 2 3
W -0.113 1.082 2.061
C -0.347 2.160 4.674
C 0.183 0.877 4.470
C -0.586 -0.426 4.543
C -0.961 -0.842 3.113
C -2.104 -0.018 2.571
C -2.584 1.172 3.133
C -2.822 1.497 4.557
C -1.735 2.470 5.101
C -1.389 2.218 0.774
H 0.332 3.025 4.681
H 1.256 0.777 4.691
H -1.501 -0.336 5.154
H 0.034 -1.216 5.019
H -0.062 -0.743 2.387
H -1.248 -1.904 3.034
H -2.555 -0.384 1.651
H -3.023 1.908 2.467
H -2.942 0.625 5.211
H -3.782 2.039 4.624
H -1.983 3.486 4.727
H -1.769 2.504 6.212
H -1.544 3.013 1.551
H -2.370 1.911 0.412
H -0.775 2.606 -0.062
P 1.874 -0.615 -1.207
P -0.679 -0.153 -1.776
C 0.906 -2.124 -1.042
C -0.428 -1.869 -1.279
C 3.266 -1.179 -2.294
C 3.566 -2.523 -2.552
C 4.761 -2.881 -3.187
C 5.655 -1.906 -3.627
C 5.309 -0.558 -3.482
C 4.112 -0.195 -2.847
C 2.670 -0.264 0.383
C 1.961 0.545 1.346
C 2.621 0.850 2.557
C 3.787 0.144 2.938
C 4.461 -0.647 1.990
C 3.919 -0.809 0.703
C -0.956 -0.453 -3.630
C 0.170 -0.765 -4.414
C 0.009 -1.130 -5.752
C -1.266 -1.145 -6.324
C -2.385 -0.798 -5.564
C -2.228 -0.470 -4.211
C -2.433 0.166 -1.376
C -2.999 1.390 -1.811
C -4.255 1.779 -1.350
C -4.985 0.920 -0.516
C -4.474 -0.332 -0.174
C -3.212 -0.729 -0.628
H 1.367 -3.090 -0.843
H -1.242 -2.584 -1.227
H 2.885 -3.305 -2.230
H 5.001 -3.929 -3.330
H 6.601 -2.192 -4.091
H 5.979 0.208 -3.849
H 3.847 0.853 -2.748
H 1.084 1.159 0.811
H 2.236 1.691 3.167
H 4.178 0.233 3.956
H 5.423 -1.120 2.218
H 4.432 -1.384 -0.072
H 1.164 -0.724 -3.964
H 0.878 -1.408 -6.344
H -1.390 -1.421 -7.370
H -3.374 -0.792 -6.006
H -3.112 -0.228 -3.628
H -2.418 2.059 -2.460
H -4.663 2.753 -1.647
H -5.964 1.226 -0.133
H -5.044 -1.035 0.441
H -2.838 -1.723 -0.393
F 0.613 3.003 2.104
*
```